Formula: C20H12F3N3O5S3
Source: the OMol25 dataset
Level of theory: the ωB97M-V functional and the def2-TZVPD basis

XYZ file:
```
46
Properties=species:S:1:pos:R:3:forces:R:3:nbo_charge:R:1
O -1.466423 1.401294 1.235160 -0.3 -0.1 -0.3 -0.59
C -1.261228 2.480560 0.730141 -0.2 0.4 -0.2 0.69
C -1.929992 2.919666 -0.571596 0.2 0.0 0.1 -0.15
O -1.805707 1.893147 -1.538689 -0.1 -0.1 -0.1 -0.49
C -0.546023 1.429506 -1.679098 0.3 0.3 0.2 0.79
O 0.370496 1.905996 -1.045989 -0.1 -0.1 -0.3 -0.60
C -0.432125 0.323498 -2.634667 0.0 -0.3 -0.3 -0.21
C 0.834383 -0.200207 -2.899723 -0.2 0.2 0.1 -0.12
C 0.981104 -1.270631 -3.752297 -0.1 -0.2 -0.2 -0.26
C -0.140137 -1.842658 -4.359458 -0.4 0.7 0.5 0.16
N -0.003639 -2.934681 -5.195169 -0.3 -0.8 -0.7 -0.84
S -1.146207 -4.167313 -5.327745 0.7 0.0 0.3 2.34
O -0.483381 -5.190397 -6.069502 0.2 0.0 0.1 -0.92
O -2.381506 -3.629609 -5.793698 0.0 0.2 0.3 -0.91
C -1.328767 -4.689675 -3.650506 -0.3 0.3 -0.5 -0.59
C -0.585301 -5.634627 -3.010427 0.0 0.0 -0.2 -0.20
C -0.947902 -5.764579 -1.654136 0.0 0.1 0.0 -0.26
C -1.949164 -4.912152 -1.302974 -0.2 0.3 -0.4 -0.39
S -2.474584 -3.937882 -2.616245 0.2 -0.5 0.3 0.52
C -1.405531 -1.303240 -4.115302 0.1 0.1 -0.1 -0.23
C -1.548487 -0.232630 -3.260323 0.3 0.1 0.2 -0.14
N -0.463506 3.414832 1.327839 -0.2 0.2 -0.2 -0.61
C 0.213659 3.131098 2.480431 0.2 -0.5 0.8 0.26
N 1.008462 3.968187 3.044118 -0.2 0.7 -0.8 -0.46
C 1.547737 3.438503 4.176158 0.0 -0.8 0.5 0.02
C 2.452906 4.072471 5.028992 0.0 -0.1 0.1 0.39
F 2.873470 5.315077 4.772531 0.0 -0.2 0.1 -0.30
C 2.915138 3.402015 6.149522 0.0 0.0 0.0 0.24
F 3.784605 3.996845 6.978291 -0.1 -0.1 -0.1 -0.29
C 2.476341 2.101144 6.421547 -0.2 0.0 -0.2 0.34
F 2.941478 1.477528 7.514147 0.1 0.1 0.0 -0.30
C 1.582617 1.450014 5.597739 0.1 0.0 0.2 -0.29
C 1.123133 2.123485 4.478290 0.2 0.7 -0.1 -0.22
S 0.005009 1.572248 3.260603 0.4 0.2 0.4 0.45
H -1.486702 3.848194 -0.947877 -0.1 -0.1 0.1 0.19
H -3.002967 3.045285 -0.410783 0.2 0.0 0.0 0.23
H 1.690471 0.243069 -2.414600 0.1 0.0 0.0 0.24
H 1.960898 -1.678037 -3.954142 0.1 0.0 0.0 0.22
H 0.934472 -3.273000 -5.342778 0.0 -0.2 0.0 0.42
H 0.170949 -6.212803 -3.508016 0.2 -0.1 -0.1 0.24
H -0.486492 -6.458975 -0.976272 0.1 -0.1 0.1 0.23
H -2.411010 -4.799459 -0.342378 -0.1 0.0 0.2 0.25
H -2.260011 -1.731576 -4.613264 -0.1 0.1 0.0 0.24
H -2.525939 0.177820 -3.065476 -0.1 0.0 0.0 0.23
H -0.221017 4.284755 0.874203 0.0 -0.2 0.0 0.43
H 1.261462 0.448764 5.830608 0.0 -0.1 0.1 0.24
```
Forces are in eV/Å.

## Properties
E (eV): -76300.8518
Maximum force (eV/A): 1.09
Relative energy (zero: lowest compared OMol25 entry of this formula, charge and spin) (eV): 0.0000
SMILES string: O=C(COC(=O)c1ccc(NS(=O)(=O)c2cccs2)cc1)Nc1nc2c(F)c(F)c(F)cc2s1
Spin multiplicity: 1